No. 1
The following is a DFT calculation (ωB97M-V/def2-TZVPD) of a 5-piece molecular cluster, C19H34FN3O6 overall.

```
63
Properties=species:S:1:pos:R:3:lowdin_charge:R:1
C -3.45 0.57 1.88 -0.074
C -2.40 -0.43 1.37 -0.172
C -2.02 -0.21 -0.07 -0.299
F -3.02 -0.62 -0.93 0.020
C -0.70 -0.88 -0.42 -0.038
C 0.49 -0.13 -0.37 -0.154
C 0.54 1.32 0.06 -0.067
C 0.98 2.31 -1.09 -0.646
N 0.13 3.51 -1.08 0.069
N 2.35 2.74 -0.93 0.096
N 0.73 1.69 -2.39 0.100
C 1.71 -0.73 -0.71 -0.015
C 1.78 -2.05 -1.13 0.012
C 0.61 -2.79 -1.21 -0.109
C -0.62 -2.22 -0.84 -0.016
C -1.80 -3.15 -0.95 -0.321
O -2.70 -3.20 -0.16 0.133
C -1.73 -4.09 -2.09 0.040
C -0.56 -4.60 -2.45 0.021
C 0.65 -4.18 -1.70 -0.363
O 1.58 -4.91 -1.51 0.124
H -2.98 1.43 2.35 0.068
H -4.12 0.89 1.08 0.077
H -4.06 0.07 2.64 0.057
H -1.50 -0.37 1.98 0.119
H -2.78 -1.44 1.51 0.102
H -1.91 0.85 -0.25 0.129
H -0.36 1.65 0.54 0.095
H 1.31 1.38 0.83 0.101
H -0.84 3.23 -1.10 0.073
H 0.28 4.00 -0.20 0.076
H 2.99 2.24 -1.54 0.067
H 2.67 2.70 0.03 0.061
H 0.40 2.40 -3.03 0.090
H 1.58 1.28 -2.76 0.078
H 2.62 -0.15 -0.65 0.114
H 2.71 -2.52 -1.39 0.122
H -2.64 -4.38 -2.59 0.125
H -0.43 -5.30 -3.26 0.122
C 2.59 1.22 3.80 -0.151
O 3.21 2.02 2.80 -0.144
H 1.51 1.37 3.73 0.073
H 2.82 0.16 3.65 0.079
H 2.92 1.52 4.80 0.077
H 4.16 1.89 2.87 0.058
C 5.85 4.41 1.43 -0.149
O 6.28 3.29 2.20 -0.132
H 5.38 4.02 0.53 0.072
H 5.12 5.00 1.98 0.079
H 6.70 5.04 1.15 0.076
H 6.69 3.62 3.00 0.075
C 0.13 -1.41 -4.66 -0.155
O -0.83 -0.69 -3.92 -0.124
H -0.37 -1.87 -5.51 0.078
H 0.92 -0.75 -5.04 0.075
H 0.59 -2.20 -4.06 0.062
H -0.38 -0.28 -3.18 0.028
C -6.41 -2.20 2.50 -0.155
O -6.39 -1.16 3.48 -0.134
H -6.01 -1.78 1.58 0.074
H -5.78 -3.04 2.80 0.077
H -7.43 -2.55 2.31 0.074
H -6.74 -1.53 4.30 0.070
```

The frontier orbital gap is 0.312 Ha. Its HOMO energy is -0.334 hartree. The total energy is -39725.292 eV. As for the SMILES: CC[C@H](F)c1c(CC(N)(N)N)ccc2c1C(=O)C=CC2=O.CO.CO.CO.CO.

No. 2
The following is a DFT calculation (ωB97M-V/def2-TZVPD) of C19H34IrN4O4SSiTe4 as an isolated structure at a distorted geometry.

```
68
Properties=species:S:1:pos:R:3:lowdin_spin:R:1
Ir -0.74 2.05 -2.60 1.318
N -3.00 5.66 -3.42 0.038
C -2.03 4.72 -3.23 0.050
S -2.14 3.22 -4.06 0.124
N -1.00 5.10 -2.48 0.001
N -0.12 4.08 -2.34 0.144
C 1.09 4.30 -1.95 0.032
C 1.97 3.17 -2.05 0.060
C 3.35 3.25 -1.80 -0.002
C 4.15 2.16 -2.03 0.048
C 3.57 0.99 -2.54 0.011
C 2.21 0.96 -2.75 0.045
N 1.40 2.01 -2.49 0.082
H -3.88 5.30 -3.76 0.016
H -3.09 6.36 -2.71 0.004
H 1.45 5.29 -1.67 0.003
H 3.76 4.18 -1.44 -0.001
H 5.21 2.21 -1.86 0.003
H 4.16 0.11 -2.75 0.000
H 1.72 0.09 -3.16 0.005
Te -4.60 2.88 -1.21 0.603
Te -6.24 4.99 -1.71 0.862
Te -4.36 -0.09 -1.45 0.238
Te -2.15 1.19 -0.63 0.120
C -1.32 -1.47 3.68 0.000
C -1.42 -0.18 2.87 0.000
C -0.34 0.81 3.28 0.000
C -2.79 0.46 3.06 0.002
O -1.34 -0.51 1.48 0.003
Si -0.20 -0.91 0.37 0.011
O -0.51 -0.25 -1.11 0.151
O 1.25 -0.41 0.94 0.002
C 2.49 -1.12 1.10 0.000
C 2.37 -2.09 2.27 0.000
C 2.85 -1.87 -0.17 0.001
C 3.54 -0.06 1.40 0.000
O -0.24 -2.54 0.31 0.004
C -1.12 -3.52 -0.21 0.000
C -0.41 -4.86 -0.03 0.000
C -1.43 -3.30 -1.70 0.003
C -2.41 -3.54 0.61 0.003
H -1.32 -1.24 4.75 0.000
H -0.40 -2.00 3.43 0.000
H -2.16 -2.12 3.46 0.000
H -0.40 1.00 4.35 0.000
H -0.48 1.76 2.75 0.000
H 0.66 0.44 3.03 0.000
H -2.99 0.63 4.12 0.000
H -3.57 -0.20 2.66 0.000
H -2.85 1.41 2.54 0.002
H 1.59 -2.83 2.07 0.000
H 2.12 -1.56 3.19 0.000
H 3.32 -2.62 2.42 0.000
H 2.22 -2.75 -0.31 0.000
H 3.90 -2.19 -0.14 0.000
H 2.71 -1.21 -1.03 0.000
H 3.24 0.54 2.26 0.000
H 3.65 0.61 0.54 0.000
H 4.50 -0.52 1.61 0.000
H 0.52 -4.86 -0.60 0.000
H -1.04 -5.68 -0.39 0.000
H -0.17 -5.03 1.02 0.000
H -0.71 -3.84 -2.32 0.000
H -1.36 -2.25 -1.96 0.002
H -2.43 -3.65 -1.94 0.001
H -2.19 -3.71 1.66 0.000
H -3.07 -4.33 0.25 0.000
H -2.94 -2.59 0.53 0.006
```

The frontier orbital gap (spin up / spin down) is 0.193 / 0.173 Ha. Its HOMO energy (spin up / spin down) is -0.122 / -0.135 hartree. The net charge is -1. As for the spin multiplicity: 5. The value obtained for the energy above the lowest of the compared OMol25 structures with the same formula, charge and spin is 0.0 kcal/mol. The total energy is -85135.311 eV.

No. 3
The following is a DFT calculation (ωB97M-V/def2-TZVPD) of a 3-piece molecular cluster, C19H34N3O8 overall at a distorted geometry.

```
64
Properties=species:S:1:pos:R:3:lowdin_charge:R:1
C 2.04 -1.72 3.50 -0.073
C 1.53 -0.42 2.80 -0.212
C 2.55 0.11 1.77 -0.236
C 2.88 -1.07 0.81 -0.127
N 3.26 -0.68 -0.57 0.070
C 2.42 0.36 -0.96 -0.322
N 1.43 0.16 -1.80 0.305
N 2.62 1.59 -0.35 0.112
C 2.05 1.42 1.05 -0.209
C 0.53 1.62 0.98 -0.145
C -0.08 2.32 2.21 -0.131
C -1.55 2.75 1.95 -0.144
O -2.48 1.68 2.21 -0.010
C -2.75 0.89 1.13 -0.501
C -2.52 -0.59 1.36 0.030
O -3.13 1.34 0.08 0.117
H 3.13 -1.70 3.55 0.077
H 1.60 -1.77 4.49 0.078
H 1.69 -2.58 2.93 0.068
H 1.37 0.33 3.57 0.107
H 0.59 -0.68 2.31 0.101
H 3.43 0.35 2.36 0.142
H 2.07 -1.80 0.77 0.116
H 3.73 -1.61 1.21 0.128
H 4.20 -0.29 -0.57 0.139
H 1.25 0.77 -2.58 0.125
H 0.77 -0.61 -1.60 0.095
H 3.63 1.72 -0.29 0.139
H 2.45 2.26 1.62 0.151
H 0.02 0.68 0.77 0.096
H 0.34 2.26 0.12 0.112
H 0.51 3.22 2.41 0.125
H -0.13 1.66 3.08 0.103
H -1.79 3.54 2.65 0.129
H -1.63 3.11 0.93 0.108
H -2.39 -0.78 2.42 0.090
H -3.36 -1.16 0.98 0.095
H -1.65 -0.93 0.80 0.058
C -2.79 5.02 -3.50 -0.014
C -1.95 3.77 -3.54 -0.307
C -2.07 2.88 -2.33 -0.092
O -0.77 2.26 -2.27 0.031
C 0.10 3.11 -2.87 -0.571
O 1.29 2.98 -2.82 0.135
O -0.54 4.09 -3.52 0.106
H -2.43 5.69 -2.72 0.096
H -2.73 5.56 -4.44 0.090
H -3.83 4.77 -3.30 0.096
H -2.14 3.21 -4.46 0.161
H -2.85 2.12 -2.42 0.137
H -2.23 3.44 -1.41 0.127
C -0.20 -6.04 0.63 -0.014
C -0.86 -5.12 -0.36 -0.307
C -0.38 -5.26 -1.79 -0.067
O -0.55 -3.93 -2.31 0.096
C -0.48 -3.08 -1.27 -0.547
O -0.40 -1.89 -1.38 0.112
O -0.52 -3.73 -0.10 0.088
H 0.85 -5.79 0.74 0.094
H -0.67 -5.95 1.61 0.090
H -0.29 -7.08 0.30 0.098
H -1.95 -5.20 -0.31 0.163
H -0.97 -5.97 -2.37 0.146
H 0.68 -5.53 -1.86 0.145
```

The frontier orbital gap is 0.329 Ha. Its HOMO energy is -0.466 hartree. The net charge is +1. The value obtained for the energy above the lowest of the compared OMol25 structures with the same formula, charge and spin is 0.0 kcal/mol. The total energy is -41098.878 eV.

No. 4
The following is a DFT calculation (ωB97M-V/def2-TZVPD) of C19H34N5O7P2RuS3Se as an isolated structure.

```
72
Properties=species:S:1:pos:R:3:lowdin_spin:R:1
Ru -0.58 -0.28 0.18 3.436
C -3.40 1.79 0.06 0.013
C -2.18 2.72 0.17 0.006
S -0.17 3.01 1.89 0.056
C -0.81 2.53 3.49 0.015
C -0.33 1.18 3.99 0.015
S -0.60 -0.27 2.94 0.063
C -2.36 -0.62 3.17 0.002
C -3.33 0.23 2.37 0.007
S -3.14 0.07 0.57 0.081
H -4.23 2.15 0.67 0.002
H -3.76 1.75 -0.97 0.000
H -1.81 2.98 -0.82 0.001
H -2.44 3.64 0.69 0.001
H -0.45 3.31 4.16 0.001
H -1.90 2.62 3.48 0.001
H 0.75 1.21 4.13 0.000
H -0.77 0.95 4.97 0.003
H -2.48 -1.67 2.93 0.000
H -2.58 -0.52 4.23 0.001
H -4.35 -0.07 2.61 0.002
H -3.23 1.29 2.62 0.000
C 3.76 2.74 1.15 0.005
C 3.33 2.67 -0.31 0.121
O 4.43 3.06 -1.11 0.046
P 2.85 0.96 -0.75 0.015
O 3.03 1.00 -2.32 0.001
O 3.96 0.00 -0.18 0.004
O 1.53 0.47 -0.28 0.056
P 1.90 3.87 -0.64 0.411
O 2.51 5.24 -0.14 0.102
O 1.48 3.80 -2.06 0.226
O -1.11 2.06 0.89 0.051
H 4.72 2.23 1.26 0.001
H 3.03 2.26 1.80 0.001
H 3.89 3.77 1.45 0.002
H 4.19 3.03 -2.05 0.003
H 2.90 0.18 -2.81 0.000
H 4.87 0.19 -0.45 0.000
H 2.56 5.95 -0.80 0.004
C 0.84 -2.70 -0.79 0.014
C 1.07 -4.22 -1.01 0.007
N 0.45 -4.98 0.06 0.002
C 1.01 -4.55 1.34 0.005
C 0.71 -3.04 1.60 0.009
N -0.01 -2.48 0.42 0.099
C -1.29 -3.24 0.26 0.015
C -0.99 -4.74 0.06 0.007
H 0.34 -2.25 -1.64 0.004
H 1.78 -2.17 -0.61 0.000
H 2.13 -4.45 -1.04 0.001
H 0.64 -4.54 -1.96 0.000
H 2.08 -4.74 1.34 0.000
H 0.58 -5.16 2.13 0.000
H 1.62 -2.46 1.74 0.000
H 0.09 -2.90 2.48 0.000
H -1.84 -2.82 -0.58 0.003
H -1.87 -3.07 1.17 0.001
H -1.39 -5.09 -0.90 0.000
H -1.44 -5.34 0.84 0.001
Se -2.71 -2.51 -4.25 -0.001
N -2.18 -1.17 -5.26 0.001
C -1.59 -0.30 -4.46 0.002
C -1.03 0.94 -4.87 0.002
C -0.48 1.72 -3.91 0.002
C -0.47 1.28 -2.56 0.008
N -0.96 0.15 -2.11 0.056
C -1.54 -0.67 -3.06 0.006
N -2.09 -1.82 -2.74 0.001
H -1.07 1.22 -5.92 0.000
H -0.03 2.68 -4.13 0.000
H 0.01 1.92 -1.83 0.002
```

The frontier orbital gap (spin up / spin down) is 0.254 / 0.252 Ha. Its HOMO energy (spin up / spin down) is -0.485 / -0.491 hartree. The net charge is +2. As for the spin multiplicity: 6. The total energy is -161036.631 eV.

No. 5
The following is a DFT calculation (ωB97M-V/def2-TZVPD) of C19H34N8O5RuS as an isolated structure at a distorted geometry.

```
68
Properties=species:S:1:pos:R:3:lowdin_spin:R:1
Ru 0.06 -0.38 0.22 1.210
C 3.46 0.89 -0.22 0.000
O 2.37 0.71 0.66 0.003
C 2.07 1.84 1.46 0.001
C 1.26 2.87 0.66 0.001
O 0.06 2.23 0.26 0.017
C -0.55 2.79 -0.88 0.001
C 0.10 2.25 -2.16 0.001
O 0.08 0.84 -2.20 0.020
C -1.11 0.28 -2.75 0.000
H 4.33 1.28 0.32 0.000
H 3.23 1.56 -1.06 0.000
H 3.70 -0.10 -0.62 0.000
H 2.99 2.30 1.85 0.000
H 1.44 1.47 2.28 0.000
H 1.83 3.20 -0.22 0.000
H 1.02 3.74 1.28 0.000
H -0.49 3.88 -0.84 0.000
H -1.60 2.48 -0.84 0.000
H 1.15 2.55 -2.19 0.000
H -0.41 2.68 -3.03 0.000
H -1.94 0.31 -2.05 0.000
H -0.87 -0.75 -2.99 0.000
H -1.37 0.82 -3.67 0.000
C -2.97 -3.98 1.26 0.000
N -2.08 -4.36 0.19 -0.001
C -2.11 -5.72 -0.30 0.000
C -1.25 -3.41 -0.32 -0.002
N -1.44 -2.15 -0.16 -0.035
N -0.16 -3.87 -1.03 0.000
C 0.89 -3.14 -1.54 -0.003
N 1.82 -3.89 -2.19 -0.002
N 0.94 -1.86 -1.46 -0.030
H -3.27 -4.88 1.80 0.000
H -3.87 -3.48 0.89 0.000
H -2.44 -3.33 1.95 0.000
H -3.05 -6.17 0.00 0.000
H -1.30 -6.33 0.11 0.000
H -2.07 -5.75 -1.39 0.000
H -2.31 -1.91 0.30 0.000
H -0.05 -4.88 -1.07 0.000
H 1.84 -4.89 -2.10 0.000
H 2.67 -3.47 -2.49 0.000
H 1.76 -1.43 -1.90 0.000
O -3.85 0.52 -0.73 -0.001
C -3.37 0.71 0.36 0.006
C -4.10 1.32 1.56 0.004
C -3.09 1.25 2.70 0.001
C -1.84 0.74 2.00 0.006
O -0.73 0.58 2.49 0.020
N -2.09 0.43 0.72 0.053
H -5.02 0.76 1.75 0.001
H -4.38 2.35 1.31 0.000
H -3.38 0.56 3.49 0.000
H -2.88 2.22 3.17 0.000
C 1.31 -0.24 6.20 0.001
C 0.52 -0.91 5.12 0.002
C -0.83 -1.25 5.25 -0.021
C -1.40 -1.90 4.16 0.002
N -0.74 -2.15 3.05 -0.018
C 0.53 -1.75 3.00 -0.011
S 1.44 -2.08 1.57 -0.205
N 1.17 -1.17 4.01 -0.020
H 1.11 -0.69 7.17 0.000
H 1.04 0.82 6.25 0.000
H 2.37 -0.33 5.96 0.000
H -1.39 -1.05 6.14 -0.001
H -2.43 -2.24 4.18 0.000
```

The frontier orbital gap (spin up / spin down) is 0.241 / 0.282 Ha. Its HOMO energy (spin up / spin down) is -0.398 / -0.400 hartree. The net charge is +1. As for the spin multiplicity: 2. The total energy is -55823.228 eV.

No. 6
The following is a DFT calculation (ωB97M-V/def2-TZVPD) of a 2-piece molecular cluster, C19H35BClF5N3O7P overall at a distorted geometry.

```
72
Properties=species:S:1:pos:R:3:lowdin_charge:R:1
C 2.27 2.08 -2.56 0.026
C 1.48 3.01 -1.66 -0.310
F 2.33 3.63 -0.80 0.051
N 0.39 2.37 -0.86 -0.086
C 0.88 1.95 0.51 -0.134
C 2.01 0.94 0.53 -0.147
C 2.13 0.35 1.95 -0.135
C 2.70 -1.06 1.83 -0.256
O 3.94 -1.05 1.17 -0.037
C -0.17 1.15 -1.51 -0.061
C -1.57 0.85 -1.02 -0.375
N -2.15 0.02 -2.07 0.128
C -1.69 0.01 0.24 0.001
B -0.89 -1.35 0.13 -0.673
O -1.11 -2.33 1.04 0.202
O 0.10 -1.57 -0.79 0.149
C -2.14 2.34 -0.88 -0.294
C -3.10 2.80 -1.93 -0.124
C -2.55 2.91 -3.35 -0.143
C -3.64 3.39 -4.31 -0.187
F -3.48 4.74 -4.54 -0.039
O -2.73 2.39 0.48 -0.082
C -4.00 2.65 0.55 -0.336
N -5.19 2.79 0.57 0.188
C -0.88 3.23 -0.73 -0.289
P -1.02 4.61 0.50 0.673
O 0.48 5.21 0.30 -0.317
Cl -0.92 3.79 2.39 0.346
H 3.21 2.55 -2.80 0.105
H 2.42 1.10 -2.15 0.087
H 1.73 1.97 -3.49 0.095
H 1.07 3.81 -2.27 0.160
H 1.18 2.81 1.10 0.094
H 0.03 1.53 1.02 0.078
H 1.86 0.09 -0.13 0.098
H 2.94 1.44 0.31 0.119
H 2.79 0.96 2.56 0.121
H 1.14 0.29 2.39 0.117
H 2.72 -1.58 2.78 0.131
H 2.02 -1.62 1.20 0.103
H 4.64 -0.85 1.79 0.092
H -0.35 1.50 -2.53 0.133
H 0.49 0.31 -1.63 0.124
H -3.14 0.14 -2.18 0.104
H -1.66 0.04 -2.95 0.092
H -1.37 0.51 1.15 0.107
H -2.74 -0.21 0.38 0.133
H -1.94 -2.20 1.49 0.119
H 0.10 -2.49 -1.07 0.126
H -3.49 3.79 -1.67 0.143
H -3.96 2.14 -1.96 0.126
H -1.80 3.69 -3.41 0.113
H -2.16 1.99 -3.74 0.097
H -3.51 2.90 -5.26 0.120
H -4.64 3.21 -3.92 0.125
H -0.89 3.83 -1.64 0.099
H 0.41 6.14 0.52 0.062
C 0.83 -4.56 1.64 -0.090
C 2.04 -5.48 1.45 -0.299
O 2.72 -5.81 2.63 -0.125
C 2.18 -6.94 3.42 -0.544
O 1.92 -8.01 2.74 -0.154
C 0.96 -6.49 4.28 -0.551
F 1.09 -5.22 4.79 0.073
F 0.83 -7.29 5.36 0.108
F -0.23 -6.51 3.65 0.100
H 1.04 -3.80 2.39 0.068
H 0.58 -4.08 0.70 0.041
H -0.04 -5.12 1.96 0.066
H 2.78 -4.93 0.85 0.102
H 1.77 -6.37 0.87 0.110
H 2.98 -7.02 4.20 0.135
```

The frontier orbital gap is 0.140 Ha. Its HOMO energy is -0.186 hartree. The total energy is -75146.464 eV.

No. 7
The following is a DFT calculation (ωB97M-V/def2-TZVPD) of C19H35BHgNO2P as an isolated structure at a distorted geometry.

```
60
Properties=species:S:1:pos:R:3:lowdin_charge:R:1
C 0.95 2.60 -3.54 -0.096
C -0.32 2.14 -3.23 -0.059
C -0.50 1.13 -2.26 -0.280
C 0.62 0.65 -1.58 -0.248
C 1.89 1.11 -1.89 -0.353
C 2.07 2.12 -2.85 -0.058
C -1.89 0.66 -1.95 -0.132
C -2.09 -0.84 -1.61 -0.234
N -2.19 -1.71 -2.74 -0.296
Hg 0.49 -0.68 0.16 0.912
C 3.08 0.48 -1.20 -0.314
P 2.66 -1.27 -0.84 0.763
H -1.20 2.55 -3.73 0.107
H 3.07 2.48 -3.07 0.099
H 1.08 3.36 -4.33 0.099
H 3.31 0.94 -0.23 0.089
H 3.99 0.50 -1.79 0.088
H -2.28 1.19 -1.08 0.116
H -2.57 0.89 -2.78 0.119
H -1.30 -1.23 -0.92 0.048
C 3.96 -2.10 0.11 -0.276
C 2.59 -2.01 -2.50 -0.254
H -3.04 -0.96 -1.06 0.127
C -1.08 -1.78 -3.66 -0.082
C -2.78 -3.00 -2.45 -0.104
H 0.69 -2.19 1.90 0.012
H -1.40 -2.37 -4.53 0.088
H -0.78 -0.77 -3.98 0.086
H -0.20 -2.27 -3.21 0.071
H -3.00 -3.52 -3.40 0.083
H -2.11 -3.64 -1.85 0.084
H -3.71 -2.85 -1.88 0.085
H 3.59 -2.01 -2.95 0.052
H 2.23 -3.04 -2.40 0.045
H 1.90 -1.46 -3.16 0.039
H 4.94 -2.06 -0.40 0.043
H 4.05 -1.65 1.11 0.045
H 3.66 -3.16 0.22 0.046
H 0.22 -2.53 1.43 0.030
C -0.12 -0.45 3.90 -0.052
C -1.22 0.48 3.39 -0.494
C -2.38 0.41 4.34 -0.020
O -1.70 -0.05 2.14 0.055
B -0.72 0.56 1.38 -0.766
O -0.50 1.90 1.58 0.089
C -0.68 1.94 3.01 -0.472
C -1.67 3.03 3.34 -0.019
C 0.67 2.29 3.61 -0.015
H -0.49 -1.49 3.85 0.093
H 0.15 -0.22 4.93 0.094
H 0.80 -0.40 3.30 0.062
H -2.68 -0.63 4.44 0.098
H -2.09 0.76 5.34 0.095
H -3.25 0.99 4.00 0.091
H -1.82 3.09 4.42 0.092
H -1.27 4.00 3.03 0.094
H -2.65 2.88 2.86 0.100
H 1.48 1.66 3.23 0.091
H 0.92 3.32 3.33 0.095
H 0.65 2.23 4.70 0.098
```

The frontier orbital gap is 0.240 Ha. Its HOMO energy is -0.222 hartree. The total energy is -39993.814 eV.